# 1
ORCA calculation (wB97M-V/def2-TZVPD) on a cluster of 11 separate species, C20H52N12O20S3 in total.

Element x y z (Å)
O -12.331940 -23.484920 19.253830
S -12.649640 -22.085210 18.876270
O -13.492320 -21.883860 17.702030
O -13.198320 -21.165500 20.209200
C -12.048980 -20.559540 20.937980
C -10.824960 -20.722080 20.079790
O -11.232900 -21.215230 18.811900
H -12.308960 -19.559400 21.284710
H -12.115310 -21.230040 21.794800
H -9.945840 -21.287360 20.389160
H -10.346040 -19.751430 19.951090
O -18.001400 -26.306030 19.024850
S -18.240380 -27.179770 17.852170
O -19.331530 -28.159020 17.810280
O -18.353790 -26.228840 16.474390
C -17.820740 -26.889020 15.391770
C -16.887860 -28.038620 15.852180
O -16.856910 -28.002670 17.265900
H -18.652650 -27.227270 14.774030
H -17.521960 -26.031140 14.789370
H -15.885060 -27.964950 15.431390
H -17.241930 -29.050690 15.656110
O -5.545700 -26.421530 25.822830
S -5.899640 -27.168540 24.596290
O -4.808410 -27.504030 23.684080
O -6.970670 -28.434540 24.852070
C -8.271760 -28.151380 24.651140
C -8.386180 -26.634710 24.418950
O -7.149670 -26.322530 23.837600
H -8.726540 -28.658880 23.800430
H -8.760990 -28.509520 25.556950
H -8.464090 -26.074980 25.351010
H -9.241430 -26.392230 23.788200
C -21.862920 -16.827710 20.408500
C -20.475720 -16.904860 19.613220
C -19.601340 -17.864420 20.423110
O -20.449940 -18.352490 21.508480
C -21.521380 -17.462580 21.738310
H -22.578410 -17.379150 19.798520
H -22.100940 -15.773660 20.551350
H -19.933520 -15.972940 19.773440
H -20.533430 -17.177590 18.559470
H -18.701080 -17.467920 20.892590
H -19.179650 -18.676410 19.830710
H -21.335150 -16.691430 22.485800
H -22.394130 -17.972120 22.146670
C -9.635460 -19.491720 30.092300
C -9.359260 -18.007310 30.432750
C -10.731660 -17.653350 31.062080
O -11.640470 -18.223900 30.198630
C -11.006060 -19.290100 29.438450
H -9.729790 -20.066020 31.013930
H -8.905560 -19.907050 29.397420
H -9.041590 -17.487640 29.528810
H -8.547070 -17.841360 31.140500
H -10.812450 -16.584980 30.861650
H -10.800840 -18.043710 32.077420
H -10.971230 -19.054480 28.374790
H -11.534610 -20.200690 29.720490
N -25.177590 -22.080690 32.133120
C -24.818890 -22.132940 30.931940
N -23.756910 -22.942610 30.802760
O -25.319180 -21.647140 29.940120
H -24.740790 -22.635280 32.855450
H -25.985340 -21.486940 32.255990
H -23.228780 -22.686250 29.980890
H -23.281950 -23.401460 31.566930
N -16.640920 -22.561190 24.341750
C -15.995440 -22.990330 25.378360
N -16.671720 -22.918160 26.491640
O -14.895500 -23.553130 25.213630
H -16.250970 -22.660360 23.415360
H -17.467690 -22.040580 24.597730
H -17.660990 -22.723440 26.550950
H -16.148620 -23.175990 27.316260
N -14.395320 -28.272060 23.095650
C -14.568240 -29.417430 23.604550
N -14.395050 -29.543350 24.877300
O -14.760380 -30.369750 22.905490
H -14.558250 -28.076710 22.118210
H -14.540800 -27.541540 23.777780
H -14.551320 -30.466450 25.256230
H -14.204440 -28.718590 25.428220
N -13.425650 -28.953780 30.875020
C -14.277450 -27.922480 30.913590
N -15.381960 -28.280930 31.481020
O -14.093660 -26.777040 30.501270
H -13.759220 -29.755220 31.391280
H -12.512400 -28.808640 30.468800
H -16.128320 -27.606140 31.568860
H -15.419060 -29.218750 31.854140
N -16.634120 -22.041330 32.809320
C -17.821010 -22.599810 32.992940
N -18.472060 -21.944780 33.902130
O -18.215720 -23.608370 32.369060
H -16.333470 -21.161870 33.204620
H -16.059550 -22.491410 32.111170
H -19.417950 -22.228660 34.113820
H -17.985510 -21.150030 34.291690
N -24.393670 -22.877410 24.575160
C -23.101450 -22.831570 24.392600
N -22.737470 -23.212240 23.209330
O -22.342020 -22.520980 25.300180
H -24.657730 -22.472350 25.461910
H -25.004110 -22.967580 23.775570
H -21.784440 -22.958630 22.991340
H -23.313010 -23.396680 22.400110

Forces on the atoms, in the same order (eV/Å):
-0.784 3.631 -0.518
0.391 -0.859 1.072
1.804 0.220 2.442
0.850 -0.587 -2.293
-1.938 -2.376 0.971
1.314 0.838 -0.596
-1.512 -0.788 -0.995
-0.013 0.013 -0.654
0.989 0.379 0.424
-0.695 -0.784 0.760
-0.420 0.295 -0.599
-0.312 -2.653 -3.367
-0.250 0.089 -0.420
2.073 1.959 0.448
-0.338 -0.400 4.158
-0.914 -0.020 -2.213
-0.181 -0.202 -0.273
-1.134 1.999 2.055
-0.105 -0.845 0.138
1.512 -0.456 -0.147
0.078 0.270 0.389
-0.427 0.269 -0.753
-1.142 -2.254 -2.530
-0.624 1.660 0.244
-2.788 0.295 1.610
5.069 -0.093 0.199
-3.001 0.772 0.292
-0.200 -0.496 1.234
2.411 0.049 -0.621
0.497 -0.322 -0.206
-0.530 0.335 -0.071
-0.182 -0.052 0.148
0.465 0.109 -0.306
1.816 0.160 -1.352
0.326 0.610 1.482
-0.671 -0.836 0.872
0.437 -0.453 -0.290
-0.601 0.013 -0.316
-0.335 0.183 0.417
-0.504 -0.179 -0.293
-0.420 0.451 -0.775
-0.187 0.182 0.179
-0.140 0.804 -0.008
-0.639 -0.527 0.081
0.727 0.175 0.070
0.194 -0.601 -0.067
0.257 1.642 -0.647
0.574 -1.172 1.263
2.184 1.323 -1.869
-1.020 -1.332 -1.333
-0.186 -0.882 1.833
0.113 -0.182 -0.172
-0.026 -0.209 0.206
-0.686 0.358 -0.059
0.064 -0.206 0.169
-0.429 0.317 1.319
-0.089 0.439 0.190
-0.147 -0.083 0.098
-0.616 -0.020 -0.995
-3.479 1.686 5.719
2.120 -1.654 -4.576
2.449 -1.186 -1.576
-0.853 1.283 -0.250
-0.457 0.521 -0.091
-0.021 -0.377 0.881
0.232 -0.666 0.102
0.007 0.387 -0.249
-2.340 1.824 -2.348
3.556 -2.897 -1.531
-0.554 0.147 3.644
-0.265 0.603 1.089
-0.311 0.222 0.340
-0.010 0.139 -1.274
0.389 -0.054 0.046
-0.480 -0.035 0.002
0.566 6.596 -1.085
-0.124 -3.780 -1.727
0.342 0.051 4.440
-0.874 -3.127 -1.806
-0.130 -0.277 0.385
0.192 0.740 -0.788
0.091 0.498 0.189
-0.064 -0.637 0.413
1.304 -0.633 -0.431
1.633 2.750 -1.331
-3.704 -0.975 1.838
0.505 -0.617 -0.204
1.240 -0.192 -0.507
-0.211 -0.467 0.388
0.120 -0.373 0.157
-0.888 0.543 0.085
3.012 0.079 -1.523
-0.182 -2.946 -2.482
-2.542 1.272 2.430
0.404 1.390 0.996
-0.106 -0.378 -0.219
0.082 0.317 0.185
0.314 0.426 0.218
-0.985 -0.185 0.389
-3.176 0.164 0.942
0.630 0.518 2.521
2.994 -0.777 -4.156
0.698 0.246 -0.025
-0.642 -0.172 -0.318
-0.212 0.207 0.635
-0.062 -0.323 -0.109
-0.172 0.147 0.545

Calculated values
- HOMO: -9.17 eV
- Total charge: 0
- Structure (SMILES): O=S1(=O)OCCO1.O=S1(=O)OCCO1.O=S1(=O)OCCO1.C1CCOC1.C1CCOC1.NC(N)=O.NC(N)=O.NC(N)=O.NC(N)=O.NC(N)=O.NC(N)=O
- Kohn-Sham gap: 9.39 eV
- Lowest unoccupied orbital energy: 0.22 eV

=====

# 2
ORCA calculation (wB97M-V/def2-TZVPD) on a cluster of 2 separate species, C4H9NO in total.

Element x y z (Å)
C -1.980704 -0.907366 -1.526141
C -1.533394 0.171021 -0.908646
O -1.699171 0.328504 0.475454
H -2.125724 -1.007663 -2.594775
H -2.422023 -1.709969 -0.937956
H -0.794999 0.883974 -1.251293
H -0.830207 0.019615 0.772297
C 2.130613 0.788643 -0.302547
N 1.298112 0.443167 0.564633
C 1.527205 -0.638199 1.479294
H 1.919910 1.622431 -0.961415
H 3.085303 0.278154 -0.463160
H 1.676342 -0.195093 2.467231
H 2.428081 -1.242050 1.307064
H 0.669789 -1.306805 1.503752

Forces on the atoms, in the same order (eV/Å):
-0.974 -0.198 -0.196
0.583 -0.193 1.093
0.305 -0.908 -0.740
0.755 0.089 -0.052
-0.238 0.351 0.038
-0.563 0.382 -0.854
-0.038 0.674 0.655
0.468 -0.323 -0.145
-0.685 0.222 -0.030
0.878 -0.112 0.369
-0.141 0.132 -0.025
0.097 -0.077 0.112
-0.346 -0.097 0.062
0.007 0.048 -0.372
-0.108 0.011 0.084

Calculated values
- HOMO: -9.42 eV
- Total charge: 0
- Structure (SMILES): C=CO.C=NC
- Relative energy (zero: lowest compared OMol25 entry of this formula, charge and spin): 72.4 kcal/mol
- Kohn-Sham gap: 10.36 eV
- Lowest unoccupied orbital energy: 0.94 eV

=====

# 3
ORCA calculation (wB97M-V/def2-TZVPD) on a structure of composition C19H15ClHoN2O8S2.

Element x y z (Å)
Ho 0.112293 -0.046634 0.725249
O 0.900786 -0.460436 -1.282076
S 2.358282 -0.227568 -0.891693
O 3.287404 0.232444 -1.884380
O 2.151620 0.628080 0.297996
C 3.093512 -1.736661 -0.199751
C 3.989170 -2.364870 -1.055141
C 5.003644 -3.125580 -0.438001
C 5.106275 -3.222505 0.978011
C 3.960253 -2.883656 1.748376
C 2.908462 -2.272598 1.146573
S 1.320848 -2.210294 2.018098
O 1.288952 -3.324572 2.931991
O 1.176379 -0.848546 2.598066
O 0.228930 -2.248502 0.978275
H 3.897060 -2.276725 -2.203242
H 5.792878 -3.541952 -1.165340
H 6.011614 -3.635953 1.363773
H 3.871852 -3.117306 2.810584
O -1.497308 1.126801 1.974112
N -2.803513 0.954580 1.897655
N -3.102469 0.089445 1.004651
O -2.167761 -0.501777 0.264200
C -4.415166 -0.266224 0.759389
C -4.723185 -1.343968 -0.097042
C -6.028672 -1.926331 0.024052
C -7.007911 -1.394610 0.916509
C -6.738745 -0.152353 1.530227
C -5.490189 0.414454 1.434148
H -4.040575 -1.813610 -0.811695
H -6.291255 -2.804403 -0.601612
H -7.927583 -1.948249 1.000174
H -7.451385 0.358381 2.192975
H -5.274397 1.240587 2.114090
Cl 3.535985 3.551901 0.248780
C 2.375155 3.459352 -0.974540
C 2.813984 3.340242 -2.278338
C 1.922647 3.064558 -3.340199
C 0.580579 3.153986 -3.131944
C 0.100505 3.380847 -1.832134
C 0.985722 3.319422 -0.703345
C 0.461577 2.886464 0.506516
H 3.876067 3.416063 -2.569989
H 2.351271 2.935500 -4.309126
H -0.023602 2.919408 -3.990840
H -0.924180 3.677864 -1.652586
H -0.594356 2.989258 0.631635
H 1.038532 2.556244 1.316893

Forces on the atoms, in the same order (eV/Å):
-3.584 3.206 0.642
2.013 -0.807 -1.201
-1.218 0.532 -0.226
-0.929 -0.675 0.504
2.155 -0.412 -0.032
-0.931 -0.976 -0.047
0.184 -0.234 -0.266
1.130 -0.279 -0.444
-1.236 0.238 -2.006
1.330 -0.864 0.091
-0.598 1.673 -1.826
-0.905 -0.468 0.363
0.431 0.850 -0.517
0.595 -0.528 0.266
1.602 -1.042 0.409
0.458 0.308 2.215
-1.115 0.516 1.620
0.179 -0.279 0.567
0.141 -0.186 -0.340
-2.404 -0.387 0.176
2.476 -0.088 -0.089
2.229 0.262 -0.909
-0.255 0.286 0.467
-2.973 -0.212 -0.108
-1.450 -0.485 0.566
0.022 0.955 0.448
1.547 0.170 -1.447
-0.501 -0.811 0.084
1.603 -0.814 0.416
0.096 0.452 0.679
0.320 0.650 0.581
-0.301 0.230 0.224
0.118 -0.429 -0.471
0.153 -0.077 -0.576
0.863 0.204 1.279
-0.818 -0.373 -1.995
0.117 -0.154 -1.194
2.134 0.661 0.883
-1.042 0.019 1.391
0.662 0.611 -1.390
-0.082 -0.951 -0.216
-1.121 -0.217 -0.269
-0.500 -0.124 0.634
0.062 -0.204 -0.573
-0.760 0.425 -0.013
-0.261 -0.641 0.064
-0.539 0.064 0.301
0.902 0.405 1.286

Calculated values
- HOMO (spin up / spin down): -2.41 / -2.42 eV
- Spin multiplicity: 5
- Total charge: -1
- Kohn-Sham gap (spin up / spin down): 4.12 / 4.12 eV
- Lowest unoccupied orbital energy (spin up / spin down): 1.70 / 1.70 eV

=====

# 4
ORCA calculation (wB97M-V/def2-TZVPD) on the molecule C4H5NO.

Element x y z (Å)
C -1.278280 -0.573247 0.676289
C -0.346793 0.602710 0.558161
C 2.028948 -0.578287 -0.766865
O 1.427464 0.441626 -1.375193
C 0.368305 0.866142 -0.624488
N -0.570495 1.678971 -0.607825
H -2.194323 -0.296729 1.204382
H -1.542806 -0.966379 -0.310771
H -0.783072 -1.376978 1.234057
H 0.044192 1.013396 1.488660
H 2.846860 -0.811220 -1.476408

Forces on the atoms, in the same order (eV/Å):
-0.082 0.017 -0.017
-0.014 -0.173 0.301
0.180 0.112 -0.396
0.100 -0.227 0.224
-0.460 0.304 0.197
0.472 -0.357 -0.183
0.062 -0.052 -0.035
0.009 0.101 0.148
-0.076 0.159 -0.071
-0.206 0.069 -0.098
0.013 0.047 -0.069

Calculated values
- HOMO: -9.74 eV
- Total charge: 0
- Relative energy (zero: lowest compared OMol25 entry of this formula, charge and spin): 123.6 kcal/mol
- Kohn-Sham gap: 9.47 eV
- Lowest unoccupied orbital energy: -0.27 eV

=====

no.,total energy (a.u.),F_max (hartree/bohr)
1,-4149.55573,0.134
2,-287.71703,0.024
3,-3649.12389,0.094
4,-285.21769,0.012